This record from OMol25 describes 6 unconnected molecules or ions with the total composition C18H30O18S3. The level of theory is the ωB97M-V functional and the def2-TZVPD basis.

The geometry in XYZ format:
```
69
Properties=species:S:1:pos:R:3:forces:R:3
C -4.972 1.511 -16.085 -1.307 -0.215 -1.429
H -4.452 7.405 -7.935 0.053 -0.009 0.029
S 5.143 7.535 -3.520 -1.036 -1.086 -0.121
C -5.881 1.033 -1.100 0.011 -0.225 0.124
C -6.486 1.089 -15.831 0.765 -0.254 1.662
H -15.331 9.495 -11.385 -0.173 0.159 -0.477
H -3.075 5.498 -10.195 -0.628 -0.289 -0.837
O -13.859 8.703 -14.204 -2.312 1.721 -0.376
H -4.937 2.569 -16.344 0.336 0.149 0.793
O -6.360 -0.026 -14.970 2.316 -1.862 1.984
C -14.510 9.653 -12.085 0.086 -0.129 -1.492
H 5.609 6.132 -14.961 0.261 1.058 -0.129
C -13.416 8.639 -11.918 0.299 -1.698 0.823
C -3.171 6.527 -10.541 1.246 -0.101 0.625
O -4.014 3.826 -1.962 -0.385 -2.381 1.820
C 5.296 6.407 -13.954 -1.943 -1.336 -1.210
H -4.542 0.999 -16.945 -0.404 -0.221 -0.154
O 3.470 6.286 -12.614 -1.311 -1.391 2.033
C 3.777 6.861 -13.886 1.824 -0.925 0.783
H -7.136 0.707 -16.617 0.662 0.453 -0.586
C 3.292 5.779 -2.598 0.976 1.504 -1.729
C -2.788 7.346 -9.312 3.318 -1.064 -0.765
O 5.195 5.029 -13.471 -0.141 -0.844 1.264
O 4.410 4.226 -11.176 -1.300 1.742 -2.699
H -2.790 1.200 -1.355 0.032 0.739 -0.443
H -3.679 8.929 -8.386 -1.257 0.575 -0.634
C 2.643 6.979 -3.323 -0.598 -1.332 -0.886
H -4.306 -0.363 -0.968 0.309 -0.158 0.842
O -5.596 2.217 -1.857 0.378 0.338 0.988
H -11.946 8.461 -13.564 0.090 0.357 -0.066
O 4.727 6.071 -2.885 0.988 -0.365 1.441
H -2.098 8.133 -9.615 0.144 0.011 0.105
O -4.348 -1.221 -13.975 -0.606 1.329 0.185
C -4.561 0.560 -0.446 -1.550 0.181 -0.243
H -13.802 7.675 -11.587 -0.483 0.386 1.065
H 2.873 5.759 -1.592 1.268 0.104 0.481
C -3.991 7.953 -8.757 -0.732 -1.267 0.012
H -2.537 6.697 -11.412 0.152 -0.214 0.174
O -5.374 0.740 -12.697 1.215 -1.732 -3.458
H 3.097 4.806 -3.050 0.202 0.214 -0.198
H -14.166 10.686 -12.025 0.109 0.020 0.304
C -4.352 2.743 -1.494 -0.874 0.848 -3.758
H 5.995 7.038 -13.404 -0.155 -0.308 0.185
O 5.223 8.562 -2.493 0.131 -1.645 -1.658
C -14.855 9.467 -13.569 -2.411 -0.475 -1.693
C -3.607 1.648 -0.789 1.518 1.187 0.673
H -12.703 8.999 -11.176 0.517 -0.374 -0.489
O 2.953 3.861 -13.185 1.087 0.950 0.769
O 6.221 7.351 -4.520 -3.306 0.441 2.687
H -7.086 1.713 -15.169 0.293 1.322 -0.754
H -4.798 0.508 0.616 0.614 -0.689 -0.068
O 3.623 7.577 -4.195 0.827 1.031 0.354
S 3.917 4.675 -12.484 1.383 1.109 -0.739
O -4.894 7.800 -9.876 -2.855 2.380 0.076
O -4.154 1.107 -14.991 -1.569 -0.698 1.702
H -6.296 0.253 -1.740 -0.003 0.325 -0.274
H -6.603 1.211 -0.304 -0.225 0.480 -0.266
O -5.128 6.678 -11.887 -0.179 1.307 1.709
H 3.598 7.930 -13.774 0.153 -0.161 -0.135
O -15.869 9.812 -14.176 2.890 -0.626 1.495
C -12.960 8.151 -13.309 1.693 0.803 0.297
H 3.159 6.402 -14.658 0.137 0.108 -0.121
H -2.246 6.670 -8.651 0.032 0.397 0.366
C -4.529 7.008 -10.879 0.697 -1.733 -0.871
H -12.947 7.077 -13.492 -0.300 -0.145 0.611
H 2.114 7.589 -2.591 0.646 0.810 -0.307
H 1.898 6.570 -4.005 -0.105 0.327 -0.064
S -4.996 0.058 -13.962 -1.700 1.731 0.069
H -3.140 2.228 0.007 0.184 -0.643 0.601
```
Forces are in eV/Å.

Computed properties:
gap between HOMO and LUMO = 10.4569 eV
multiplicity = 1
energy relative to the best compared isomer or geometry (same formula, charge and spin) = 57.4 kJ/mol
LUMO energy = 0.0106 Ha
E = -88505.854 eV
net charge = 0
HOMO energy = -10.17 eV
SMILES = O=S1(=O)OCCO1.O=S1(=O)OCCO1.O=S1(=O)OCCO1.O=C1CCCO1.O=C1CCCO1.O=C1CCCO1

How positive or negative is each atom? The Löwdin charges in e answer that: number 1, C, carries -0.1654; number 2, H, carries 0.1311; number 3, S, carries 0.7472; number 4, C, carries -0.1648; number 5, C, carries -0.1549; number 6, H, carries 0.1282; number 7, H, carries 0.1309; number 8, O, carries 0.0030; number 9, H, carries 0.1234; number 10, O, carries -0.2469; number 11, C, carries -0.0795; number 12, H, carries 0.1254; number 13, C, carries -0.1570; number 14, C, carries -0.0785; number 15, O, carries 0.0963; number 16, C, carries -0.1106; number 17, H, carries 0.1221; number 18, O, carries -0.2509; number 19, C, carries -0.1452; number 20, H, carries 0.1316; number 21, C, carries -0.1053; number 22, C, carries -0.1917; number 23, O, carries -0.2506; number 24, O, carries -0.2420; number 25, H, carries 0.1329; number 26, H, carries 0.1301; number 27, C, carries -0.1820; number 28, H, carries 0.1166; number 29, O, carries 0.0055; number 30, H, carries 0.1186; number 31, O, carries -0.2438; number 32, H, carries 0.1176; number 33, O, carries -0.2335; number 34, C, carries -0.1506; number 35, H, carries 0.1127; number 36, H, carries 0.1223; number 37, C, carries -0.1438; number 38, H, carries 0.1317; number 39, O, carries -0.2652; number 40, H, carries 0.1238; number 41, H, carries 0.1275; number 42, C, carries -0.4121; number 43, H, carries 0.1266; number 44, O, carries -0.2511; number 45, C, carries -0.3838; number 46, C, carries -0.1073; number 47, H, carries 0.1169; number 48, O, carries -0.2436; number 49, O, carries -0.2429; number 50, H, carries 0.1231; number 51, H, carries 0.1173; number 52, O, carries -0.2201; number 53, S, carries 0.7351; number 54, O, carries 0.0411; number 55, O, carries -0.2047; number 56, H, carries 0.1201; number 57, H, carries 0.1158; number 58, O, carries 0.1041; number 59, H, carries 0.1306; number 60, O, carries 0.0897; number 61, C, carries -0.1996; number 62, H, carries 0.1250; number 63, H, carries 0.1197; number 64, C, carries -0.4921; number 65, H, carries 0.1234; number 66, H, carries 0.1254; number 67, H, carries 0.1265; number 68, S, carries 0.7702; number 69, H, carries 0.1302

---

This record from OMol25 describes a molecular structure, C15H8Cl5N2O5STl. The level of theory is the ωB97M-V functional and the def2-TZVPD basis.

The geometry in XYZ format:
```
37
Properties=species:S:1:pos:R:3:forces:R:3
H 3.426 -1.315 0.890 0.029 0.064 0.055
H -5.858 2.242 0.340 -0.060 0.096 -0.119
N 2.563 0.326 -0.076 0.154 0.150 -0.191
H -5.107 0.390 4.882 0.048 -0.059 0.091
C -0.474 3.325 0.674 0.367 -0.242 -0.782
Cl -1.121 2.462 2.029 -0.261 0.270 0.674
C -4.478 0.431 2.843 -0.190 0.172 0.166
C 0.510 4.699 -1.501 -0.040 0.001 0.134
Cl -1.184 5.601 1.984 -0.149 0.126 0.297
S -3.572 0.018 0.517 -0.580 -0.131 -0.194
C -6.299 1.724 3.670 -0.023 0.027 0.174
N -2.793 -0.771 1.685 -0.086 0.174 -1.165
C -5.700 1.860 1.336 -0.012 0.109 -0.163
O 1.605 0.599 2.420 -0.662 0.301 -0.171
C 0.529 3.310 -1.432 -0.307 -0.219 0.680
C -3.360 -0.599 2.875 -0.488 0.081 0.753
Cl 1.177 2.455 -2.794 0.365 -0.442 -0.658
C 2.744 0.092 2.414 0.579 -0.155 -0.815
H 3.008 0.232 -0.983 -0.047 0.076 0.068
H -6.955 2.014 4.482 0.003 0.075 0.028
C -0.007 5.408 -0.427 -0.027 -0.078 0.005
C 0.064 2.555 -0.361 -0.080 0.784 0.173
H 4.404 0.168 1.007 -0.192 -0.184 0.113
Tl -0.152 0.003 0.571 0.655 -0.409 -0.316
Cl -0.021 7.135 -0.441 -0.013 0.209 -0.033
Cl 1.114 5.569 -2.872 0.093 0.045 -0.188
H -7.299 2.965 2.238 -0.027 0.054 -0.010
O -3.089 -1.181 3.918 0.060 0.007 0.116
O -2.710 0.875 -0.268 -0.156 0.074 0.279
O -4.409 -0.859 -0.282 0.017 -0.013 0.167
C -5.279 0.815 3.905 0.082 -0.086 -0.114
O 3.467 -0.174 3.374 0.503 -0.262 0.516
C 3.372 -0.226 0.997 0.039 0.133 0.511
C -0.515 4.713 0.664 -0.043 -0.070 0.102
C -6.498 2.256 2.404 -0.033 -0.033 -0.206
H 2.409 1.312 0.108 -0.113 -0.045 -0.166
C -4.699 0.948 1.583 0.592 -0.599 0.189
```
Forces are in eV/Å.

Computed properties:
gap between HOMO and LUMO = 6.2031 eV
multiplicity = 1
energy relative to the best compared isomer or geometry (same formula, charge and spin) = 30.7 kJ/mol
LUMO energy = 0.1531 Ha
E = -107045.474 eV
net charge = -2
HOMO energy = -2.04 eV

How positive or negative is each atom? The Löwdin charges in e answer that: number 1, H, carries 0.0990; number 2, H, carries 0.1110; number 3, N, carries -0.0843; number 4, H, carries 0.1109; number 5, C, carries -0.7035; number 6, Cl, carries 0.6788; number 7, C, carries -0.1413; number 8, C, carries -0.7269; number 9, Cl, carries 0.6319; number 10, S, carries 0.5442; number 11, C, carries -0.0993; number 12, N, carries -0.1253; number 13, C, carries -0.0506; number 14, O, carries -0.1847; number 15, C, carries -0.7358; number 16, C, carries -0.5756; number 17, Cl, carries 0.6094; number 18, C, carries -0.7434; number 19, H, carries 0.0582; number 20, H, carries 0.0899; number 21, C, carries -0.7295; number 22, C, carries -0.2454; number 23, H, carries 0.0950; number 24, Tl, carries 0.8368; number 25, Cl, carries 0.6142; number 26, Cl, carries 0.6040; number 27, H, carries 0.0902; number 28, O, carries 0.0172; number 29, O, carries -0.4398; number 30, O, carries -0.3382; number 31, C, carries -0.0183; number 32, O, carries -0.0574; number 33, C, carries -0.2180; number 34, C, carries -0.7158; number 35, C, carries -0.1005; number 36, H, carries 0.0442; number 37, C, carries -0.2012

---

This record from OMol25 describes a molecular structure, C11H21BaFNO6RbS2. The level of theory is the ωB97M-V functional and the def2-TZVPD basis.

The geometry in XYZ format:
```
44
Properties=species:S:1:pos:R:3:forces:R:3
C 2.892 0.585 -2.645 -0.176 -0.396 -0.398
H -4.166 2.815 5.509 -0.069 0.201 -0.100
H -1.647 -4.803 -0.403 -0.019 0.102 0.155
O 4.337 2.285 0.357 0.578 0.333 0.436
H 0.674 -5.763 -0.956 0.089 0.187 0.257
H 2.456 0.331 1.022 0.298 -0.062 -0.285
H 4.481 -0.056 -3.914 0.240 -0.233 0.220
S -0.824 -1.684 -1.375 0.822 -0.253 0.612
Ba -2.522 1.587 -2.961 1.282 -0.978 1.758
H -0.842 -0.175 0.471 -0.322 0.164 -0.233
H 1.905 0.283 -2.283 0.125 -0.246 -0.021
N -1.765 3.381 3.234 0.232 0.071 0.085
F -1.041 1.978 -0.863 -1.070 0.241 -1.875
O -1.389 -3.106 -1.482 -0.580 -0.026 0.078
H -2.737 0.241 2.444 0.060 0.122 -0.263
H 1.274 0.714 -0.272 -0.018 0.084 -0.022
S 3.251 1.994 -0.485 -0.473 -0.968 -0.816
H -2.382 4.515 4.793 -0.297 -0.075 0.261
H -0.705 -1.874 0.936 0.118 0.040 -0.024
C 2.015 1.117 0.413 -0.271 0.094 0.587
H -4.402 0.747 4.157 0.134 -0.051 0.313
C 3.596 -0.485 -3.449 -0.691 0.107 -0.441
O 0.589 -1.700 -1.525 0.424 0.351 -0.099
O 3.721 0.894 -1.509 0.242 0.355 0.114
H 2.743 1.434 -3.316 0.257 0.363 0.432
H -0.329 -3.760 0.232 -0.226 0.103 0.064
H 2.921 -0.740 -4.272 0.056 -0.059 0.002
H 1.554 1.805 1.124 -0.071 0.144 -0.191
H -1.112 2.132 1.785 -0.122 -0.287 -0.177
O -1.588 -0.923 -2.345 -0.808 1.083 -0.391
C -3.534 2.658 4.645 0.016 -0.240 0.647
H 0.984 -4.182 -1.786 0.339 -0.293 0.120
C -2.729 1.215 2.914 -0.097 0.048 0.354
C -0.798 -4.176 -0.657 0.485 -0.848 -0.212
H -2.280 -1.353 0.389 -0.062 0.493 0.148
C 0.240 -4.914 -1.478 -0.421 0.361 -0.622
H 3.792 -1.408 -2.911 0.209 0.140 0.194
H -0.213 -5.306 -2.390 -0.083 -0.012 0.049
C -2.557 3.572 4.291 0.146 0.095 -0.712
Rb 0.190 4.589 -0.991 0.418 -0.148 0.426
C -1.212 -1.177 0.272 -0.185 -0.645 -0.112
O 2.609 3.029 -1.262 -0.512 0.430 0.210
C -1.837 2.222 2.587 0.219 0.049 -0.036
C -3.614 1.461 3.956 -0.217 0.058 -0.489
```
Forces are in eV/Å.

Computed properties:
gap between HOMO and LUMO = 6.5302 eV
multiplicity = 1
energy relative to the best compared isomer or geometry (same formula, charge and spin) = 0.0 kJ/mol
LUMO energy = -0.2762 Ha
E = -51247.289 eV
net charge = +2
HOMO energy = -14.05 eV

How positive or negative is each atom? The Löwdin charges in e answer that: number 1, C, carries -0.2656; number 2, H, carries 0.1132; number 3, H, carries 0.1349; number 4, O, carries -0.2032; number 5, H, carries 0.0973; number 6, H, carries 0.0939; number 7, H, carries 0.0922; number 8, S, carries 0.5474; number 9, Ba, carries 1.9219; number 10, H, carries 0.0492; number 11, H, carries 0.0838; number 12, N, carries 0.0453; number 13, F, carries -0.8246; number 14, O, carries -0.2294; number 15, H, carries 0.0829; number 16, H, carries 0.0283; number 17, S, carries 0.5638; number 18, H, carries 0.1130; number 19, H, carries 0.0793; number 20, C, carries -0.1154; number 21, H, carries 0.1129; number 22, C, carries -0.0455; number 23, O, carries -0.2389; number 24, O, carries -0.2206; number 25, H, carries 0.1173; number 26, H, carries 0.1101; number 27, H, carries 0.0863; number 28, H, carries 0.0770; number 29, H, carries 0.0690; number 30, O, carries -0.5030; number 31, C, carries -0.0517; number 32, H, carries 0.0726; number 33, C, carries -0.0741; number 34, C, carries -0.1931; number 35, H, carries 0.0877; number 36, C, carries -0.0464; number 37, H, carries 0.0891; number 38, H, carries 0.0927; number 39, C, carries -0.1266; number 40, Rb, carries 0.9351; number 41, C, carries -0.1026; number 42, O, carries -0.4135; number 43, C, carries -0.1756; number 44, C, carries -0.0666

---

This record from OMol25 describes a gas-phase ion, C3H7OS (charge -1). The level of theory is the ωB97M-V functional and the def2-TZVPD basis.

The geometry in XYZ format:
```
12
Properties=species:S:1:pos:R:3:forces:R:3
H -0.037 -1.754 0.388 1.340 -2.160 2.554
S 0.487 -1.281 -1.767 0.911 1.492 0.871
H -1.473 0.785 -0.269 0.301 0.179 -0.105
C -0.819 0.192 0.371 2.982 1.286 0.166
C 0.667 1.012 0.473 -0.556 0.371 -1.524
H -1.546 -1.583 -0.425 -0.942 -1.090 -0.562
C -0.572 -1.210 -0.268 -0.764 3.221 -0.929
H 0.739 1.789 1.293 -0.885 -0.265 -0.504
H 1.517 0.331 0.842 -1.106 -0.109 -0.472
H 1.368 -0.060 -1.197 -1.813 -0.313 -1.372
H -1.269 0.219 1.381 0.056 -0.780 -0.239
O 0.940 1.560 -0.821 0.477 -1.831 2.117
```
Forces are in eV/Å.

Computed properties:
gap between HOMO and LUMO = 6.8157 eV
multiplicity = 1
energy relative to the best compared isomer or geometry (same formula, charge and spin) = 245.8 kJ/mol
LUMO energy = 0.1454 Ha
E = -16105.730 eV
net charge = -1
HOMO energy = -2.86 eV
SMILES = [O-]CCCS

How positive or negative is each atom? The Löwdin charges in e answer that: number 1, H, carries -0.0166; number 2, S, carries 0.4660; number 3, H, carries 0.0748; number 4, C, carries -0.2244; number 5, C, carries -0.4412; number 6, H, carries 0.0275; number 7, C, carries -0.6342; number 8, H, carries 0.0595; number 9, H, carries 0.0725; number 10, H, carries -0.0042; number 11, H, carries 0.0713; number 12, O, carries -0.4512